(1)
DFT (the ωB97M-V functional and the def2-TZVPD basis) results for an isolated molecule of C5H10O2.

Structure (XYZ):
```
17
Properties=species:S:1:pos:R:3:forces:R:3
C -0.37939 -0.24447 -2.61125 -0.1 0.0 -0.2
O 0.08288 -0.65349 -1.34385 0.0 0.2 0.0
C 0.18686 0.42486 -0.43913 0.2 0.9 -0.4
C 0.59555 -0.10627 0.88551 -1.6 1.1 -1.4
C 0.59499 0.88512 2.02938 -0.2 0.0 -0.3
C -0.76707 -1.28704 1.15847 4.6 -0.6 0.2
O 0.10214 -1.76032 1.89051 -1.2 -3.0 2.7
H -1.38544 0.20395 -2.55235 0.2 -0.1 0.0
H -0.42381 -1.13635 -3.24302 0.0 0.2 0.1
H 0.29963 0.48978 -3.07587 -0.1 -0.2 0.1
H -0.77921 0.94065 -0.32468 0.1 0.0 -0.2
H 0.94978 1.14008 -0.77558 0.0 0.2 -0.4
H 1.62591 -0.55366 0.78523 -1.5 -0.4 0.2
H 0.89503 0.42993 2.97985 -0.1 0.0 -0.4
H 1.31099 1.68836 1.80040 -0.1 -0.2 0.0
H -0.40257 1.31574 2.14067 0.1 0.1 0.1
H -1.40332 -2.15684 0.73869 -0.3 1.8 -0.3
```
Forces are in eV/Å.

LUMO level: 0.69 eV
SMILES: COC[C@@H](C)C=O
HOMO: -7.86 eV
orbital gap: 0.3142 hartree
F_max: 4.7 eV Å⁻¹
energy above the lowest of the compared OMol25 structures with the same formula, charge and spin: 5.772 eV
E: -9437.27140 eV
2S+1: 1

Want to see where the charge sits? The Löwdin charges in e are:
1. C -0.11
2. O -0.20
3. C -0.29
4. C -0.26
5. C -0.07
6. C -0.06
7. O -0.08
8. H 0.09
9. H 0.09
10. H 0.09
11. H 0.13
12. H 0.13
13. H 0.16
14. H 0.09
15. H 0.09
16. H 0.09
17. H 0.11

---

(2)
DFT (the ωB97M-V functional and the def2-TZVPD basis) results for a cluster of 2 separate species, CH2N2O3 in total.

Structure (XYZ):
```
8
Properties=species:S:1:pos:R:3:forces:R:3
C 1.36479 -0.47642 -0.31333 1.3 -0.9 0.9
N -0.98979 0.81841 0.46162 5.3 -0.7 7.1
N -1.90899 0.26820 0.00709 -4.6 2.5 -7.4
O -0.14612 1.67841 0.46458 -0.8 1.2 -1.7
O 0.68744 -1.19310 0.37796 -0.4 0.0 -0.8
O -2.53348 -0.71969 0.22829 -0.5 -2.6 2.1
H 2.23888 -0.02289 0.18600 0.0 0.5 -0.4
H 1.28728 -0.35292 -1.41221 -0.5 0.0 0.2
```
Forces are in eV/Å.

LUMO level (spin up / spin down): 0.62 / -2.91 eV
HOMO (spin up / spin down): -8.29 / -10.32 eV
orbital gap (spin up / spin down): 0.3276 / 0.2721 hartree
F_max: 9.0 eV Å⁻¹
energy above the lowest of the compared OMol25 structures with the same formula, charge and spin: 3.253 eV
E: -10183.41279 eV
2S+1: 3

Want to see where the charge sits? The Löwdin charges in e are:
1. C -0.16
2. N -0.11
3. N -0.11
4. O 0.10
5. O -0.02
6. O 0.12
7. H 0.09
8. H 0.09

---

(3)
DFT (the ωB97M-V functional and the def2-TZVPD basis) results for an isolated molecule of C22H31N3O5S.

Structure (XYZ):
```
62
Properties=species:S:1:pos:R:3:forces:R:3
C -1.55966 -5.74144 0.03157 0.4 0.2 0.0
C -0.17241 -5.23158 0.41179 -0.3 -0.3 0.2
O 0.39860 -4.40893 -0.58557 0.1 0.2 -0.2
C -0.02272 -3.12329 -0.72724 0.1 0.2 -0.2
C 0.53436 -2.41789 -1.79428 -0.1 -0.3 0.2
C 0.21891 -1.09656 -2.02329 -0.1 0.2 0.0
C -0.67788 -0.42757 -1.18891 -0.1 -0.9 0.3
C -1.24964 -1.13666 -0.14036 0.1 -0.1 -0.1
C -0.92616 -2.46202 0.09579 0.1 -0.2 0.1
H -1.39049 -2.95657 0.93379 0.0 -0.1 0.1
H -1.94752 -0.65262 0.52007 0.0 -0.2 0.1
N -1.02516 0.92138 -1.39548 -0.4 1.0 0.7
S -1.47285 1.84316 -0.06791 -0.9 0.0 0.2
O -1.44317 3.21615 -0.47168 0.0 0.0 -0.3
O -0.70084 1.48059 1.09150 -0.1 -0.2 -0.1
C -3.16303 1.42010 0.20650 0.2 -0.1 0.4
C -3.80231 1.07366 1.36993 0.6 0.2 -0.4
O -5.10377 0.91463 1.10646 0.7 -0.1 0.9
N -5.33947 1.16015 -0.20810 -0.3 0.3 -1.3
C -4.20303 1.46903 -0.76676 0.0 -0.1 0.4
C -4.06257 1.81372 -2.19736 -0.2 0.0 -0.1
H -3.54054 2.76426 -2.28929 0.0 0.1 -0.1
H -3.47541 1.05107 -2.70631 0.0 0.0 -0.1
H -5.04505 1.88129 -2.65490 0.0 0.0 -0.1
C -3.30019 0.86689 2.74517 -0.2 0.0 0.0
H -3.74053 1.60427 3.41465 0.0 0.0 0.1
H -3.58498 -0.12123 3.10330 0.0 -0.1 0.0
H -2.21857 0.97115 2.74891 0.0 0.0 0.1
C -0.39293 1.65229 -2.47346 0.2 0.3 -0.4
H -0.63477 1.19210 -3.43497 0.1 0.0 0.1
H -0.80240 2.66401 -2.45182 0.1 -0.1 -0.2
C 1.13594 1.75096 -2.33104 -0.4 0.0 0.1
O 1.87151 1.68350 -3.29498 0.1 -0.1 -0.3
N 1.54759 1.92230 -1.06860 0.2 0.1 0.3
H 0.87544 1.98836 -0.32075 0.2 0.0 -0.1
C 2.94567 1.89282 -0.67757 0.4 0.1 -0.2
C 3.37572 0.44824 -0.37339 -0.2 0.0 -0.1
C 2.53121 -0.24974 0.69460 0.2 0.0 0.1
C 3.03607 -0.05895 2.12643 0.0 0.0 -0.1
C 3.50876 1.35898 2.45766 -0.2 -0.1 0.1
H 3.50269 1.46762 3.54466 0.1 0.0 0.0
H 4.54393 1.48613 2.13358 0.1 0.0 0.0
C 2.66197 2.46957 1.83233 0.3 0.1 0.0
H 1.61653 2.16361 1.78371 -0.1 0.0 0.1
C 3.17598 2.89341 0.45512 -0.2 -0.1 -0.1
H 4.24859 3.08865 0.52841 0.0 0.0 0.0
H 2.69236 3.83031 0.16725 0.1 0.0 -0.1
H 2.70910 3.34946 2.47870 -0.1 0.0 0.0
H 3.86398 -0.74722 2.31461 0.0 -0.1 0.1
H 2.22429 -0.33374 2.80356 0.0 -0.1 0.1
H 1.49909 0.09408 0.62720 -0.1 -0.1 0.0
H 2.51164 -1.32175 0.48328 -0.1 0.0 0.0
H 4.42778 0.44130 -0.08676 0.1 0.0 -0.1
H 3.28488 -0.10782 -1.30917 0.1 0.0 0.0
H 3.50741 2.22654 -1.55927 -0.1 0.0 0.2
H 0.68573 -0.59581 -2.85385 0.1 0.1 -0.1
H 1.23304 -2.92941 -2.43674 0.1 -0.1 -0.1
H -0.19714 -4.71035 1.37673 0.1 0.0 -0.1
H 0.52032 -6.07376 0.49500 -0.1 0.1 0.1
H -1.50585 -6.28583 -0.90770 0.0 -0.1 -0.1
H -1.93021 -6.40799 0.80551 -0.1 -0.1 0.1
H -2.25782 -4.91698 -0.09024 -0.1 0.0 0.0
```
Forces are in eV/Å.

LUMO level: 0.52 eV
SMILES: CCOc1ccc(N(CC(=O)NC2CCCCCC2)S(=O)(=O)c2c(C)noc2C)cc1
HOMO: -8.28 eV
orbital gap: 0.3233 hartree
F_max: 1.4 eV Å⁻¹
energy above the lowest of the compared OMol25 structures with the same formula, charge and spin: 2.688 eV
E: -48859.27303 eV
2S+1: 1

Want to see where the charge sits? The Löwdin charges in e are:
1. C -0.06
2. C -0.25
3. O -0.05
4. C -0.27
5. C 0.01
6. C 0.00
7. C -0.25
8. C -0.02
9. C 0.00
10. H 0.11
11. H 0.09
12. N -0.16
13. S 0.70
14. O -0.25
15. O -0.28
16. C -0.18
17. C -0.28
18. O 0.04
19. N 0.12
20. C -0.31
21. C -0.01
22. H 0.09
23. H 0.09
24. H 0.09
25. C 0.02
26. H 0.10
27. H 0.10
28. H 0.07
29. C -0.09
30. H 0.14
31. H 0.12
32. C -0.49
33. O 0.07
34. N 0.12
35. H 0.09
36. C -0.29
37. C -0.12
38. C -0.19
39. C -0.20
40. C -0.20
41. H 0.10
42. H 0.10
43. C -0.19
44. H 0.09
45. C -0.14
46. H 0.12
47. H 0.12
48. H 0.11
49. H 0.11
50. H 0.11
51. H 0.08
52. H 0.11
53. H 0.12
54. H 0.11
55. H 0.15
56. H 0.11
57. H 0.12
58. H 0.12
59. H 0.12
60. H 0.08
61. H 0.08
62. H 0.07